Below is 10 unconnected molecules or ions with the total composition C28H60Cl2N7O12 at a distorted geometry, with properties calculated with the ωB97M-V functional and the def2-TZVPD basis.

**Max |F|**: 7.97 eV/A
**HOMO**: -7.2 eV
**E_LUMO**: 1.73 eV

Structure (ORCA input):
```
! RIJCOSX wB97M-V def2-TZVPD def2/J DEFGRID3
* xyz -1 1
C -0.408 0.950 -0.945
C 0.498 -0.186 -0.462
O 1.018 -0.013 0.660
O 0.620 -1.203 -1.190
H -1.186 0.520 -1.583
H 0.131 1.707 -1.531
H -0.764 1.493 -0.073
C 4.576 0.273 3.492
C 3.819 -0.199 4.753
O 4.514 -1.383 5.197
C 5.709 -1.419 4.546
O 6.622 -2.143 4.838
O 5.755 -0.516 3.524
H 4.906 1.298 3.595
H 4.068 0.094 2.556
H 2.756 -0.380 4.593
H 3.877 0.560 5.541
C -4.814 5.664 0.194
C -4.257 5.302 -1.122
O -4.649 5.783 -2.186
N -3.339 4.344 -1.072
C -2.525 4.015 -2.272
H -5.536 4.912 0.507
H -5.253 6.641 0.127
H -4.020 5.675 0.956
H -3.073 4.030 -0.164
H -2.492 4.874 -2.920
H -3.074 3.201 -2.774
H -1.568 3.591 -2.006
C -1.009 0.991 2.969
C -1.389 -0.310 3.583
O -2.308 -0.461 4.240
N -0.533 -1.341 3.236
C -0.844 -2.739 3.521
H -1.529 1.078 2.015
H 0.066 0.976 2.801
H -1.253 1.857 3.570
H 0.147 -1.128 2.510
H -1.485 -3.177 2.750
H -1.317 -2.798 4.482
H 0.085 -3.314 3.546
C -2.726 -2.126 0.149
C -3.970 -1.328 0.105
O -5.007 -1.805 -0.084
N -3.781 0.001 0.214
C -4.817 0.966 0.418
H -2.286 -2.070 -0.858
H -2.949 -3.170 0.327
H -1.991 -1.763 0.869
H -2.843 0.311 0.394
H -5.734 0.620 -0.032
H -4.525 1.892 -0.089
H -4.914 1.186 1.482
C -5.287 -3.175 -3.417
C -4.325 -2.045 -3.691
O -4.740 -0.898 -3.900
N -2.996 -2.442 -3.838
C -1.896 -1.497 -3.942
H -5.681 -3.465 -4.405
H -6.118 -2.837 -2.824
H -4.838 -4.092 -3.023
H -2.776 -3.266 -3.290
H -2.282 -0.526 -4.258
H -1.193 -1.784 -4.724
H -1.376 -1.469 -2.985
C 2.374 5.943 3.435
C 1.836 4.632 2.865
O 1.388 3.766 3.540
N 1.945 4.486 1.526
C 1.621 3.247 0.863
H 2.081 6.800 2.827
H 3.459 5.900 3.544
H 1.971 6.094 4.436
H 2.402 5.191 0.998
H 2.332 3.065 0.038
H 0.628 3.093 0.443
H 1.799 2.391 1.504
C 1.437 -3.110 -3.932
C 1.600 -1.766 -4.628
O 2.090 -1.663 -5.772
N 1.245 -0.710 -3.920
C 1.299 0.677 -4.528
H 2.429 -3.574 -3.965
H 0.712 -3.736 -4.432
H 1.244 -3.030 -2.856
H 0.932 -0.813 -2.957
H 0.808 1.375 -3.822
H 0.690 0.761 -5.439
H 2.317 1.062 -4.651
C 3.599 -3.066 2.384
C 2.621 -3.994 1.604
O 2.819 -5.234 1.605
N 1.711 -3.423 0.747
C 0.811 -4.233 0.001
H 3.429 -3.154 3.445
H 3.507 -2.026 2.086
H 4.572 -3.446 2.080
H 1.513 -2.421 0.770
H -0.204 -4.140 0.369
H 1.150 -5.272 0.061
H 0.892 -4.025 -1.070
Cl 4.714 -2.254 -3.043
C 3.808 -1.723 -1.587
C 3.878 -0.276 -1.272
Cl 5.508 0.382 -1.137
H 4.124 -2.335 -0.749
H 2.750 -1.953 -1.746
H 3.377 -0.146 -0.298
H 3.298 0.322 -1.968
*
```

***

Below is C3H3Cl in the gas phase at a distorted geometry, with properties calculated with the ωB97M-V functional and the def2-TZVPD basis.

**Max |F|**: 6.83 eV/A
**HOMO**: -10.4 eV
**E_LUMO**: 0.84 eV
**Energy above the lowest of the compared OMol25 structures with the same formula, charge and spin**: 140.2 kJ/mol
**SMILES string**: C#CCCl

Structure (ORCA input):
```
! RIJCOSX wB97M-V def2-TZVPD def2/J DEFGRID3
* xyz 0 1
C 1.467 -1.149 -0.165
C 0.564 -0.390 -0.103
C -0.751 0.789 -0.044
Cl -2.137 -0.317 -0.202
H 2.265 -1.802 -0.053
H -0.645 1.078 1.086
H -0.761 1.792 -0.519
*
```

***

Below is 2 unconnected molecules or ions with the total composition CCl2NP at a distorted geometry, with properties calculated with the ωB97M-V functional and the def2-TZVPD basis.

**Max |F|**: 2.60 eV/A
**HOMO (alpha / beta)**: -9.1 / -10.3 eV
**E_LUMO (alpha / beta)**: -4.20 / -3.64 eV
**Energy above the lowest of the compared OMol25 structures with the same formula, charge and spin**: 373.2 kJ/mol

Structure (ORCA input):
```
! RIJCOSX wB97M-V def2-TZVPD def2/J DEFGRID3
* xyz 0 1
C -1.125 -0.061 -0.213
N -2.118 0.184 0.309
P 2.384 -0.083 -0.826
Cl 2.485 1.676 0.286
Cl 3.319 -1.310 0.362
*
```

***

Below is a gas-phase ion, C3H3O2 (charge +1) at a distorted geometry, with properties calculated with the ωB97M-V functional and the def2-TZVPD basis.

**Max |F|**: 7.45 eV/A
**⟨S²⟩**: 2.042
**HOMO (alpha / beta)**: -14.6 / -17.4 eV
**E_LUMO (alpha / beta)**: -7.14 / -9.28 eV
**Energy above the lowest of the compared OMol25 structures with the same formula, charge and spin**: 410.9 kJ/mol

Structure (ORCA input):
```
! RIJCOSX wB97M-V def2-TZVPD def2/J DEFGRID3
* xyz 1 3
C 0.821 -0.022 -0.014
C 0.814 -1.271 0.014
C -0.373 0.970 -0.040
O -1.912 -0.704 0.008
O -1.522 0.524 0.014
H 1.698 0.648 0.159
H 0.563 -2.253 -0.032
H -0.089 2.110 -0.108
*
```

***

Copy entry 3 word for word.
Below is 2 unconnected molecules or ions with the total composition CCl2NP at a distorted geometry, with properties calculated with the ωB97M-V functional and the def2-TZVPD basis.

**Max |F|**: 2.60 eV/A
**HOMO (alpha / beta)**: -9.1 / -10.3 eV
**E_LUMO (alpha / beta)**: -4.20 / -3.64 eV
**Energy above the lowest of the compared OMol25 structures with the same formula, charge and spin**: 373.2 kJ/mol

Structure (ORCA input):
```
! RIJCOSX wB97M-V def2-TZVPD def2/J DEFGRID3
* xyz 0 1
C -1.125 -0.061 -0.213
N -2.118 0.184 0.309
P 2.384 -0.083 -0.826
Cl 2.485 1.676 0.286
Cl 3.319 -1.310 0.362
*
```

***

Please write out number 3 again, unchanged.
Below is 2 unconnected molecules or ions with the total composition CCl2NP at a distorted geometry, with properties calculated with the ωB97M-V functional and the def2-TZVPD basis.

**Max |F|**: 2.60 eV/A
**HOMO (alpha / beta)**: -9.1 / -10.3 eV
**E_LUMO (alpha / beta)**: -4.20 / -3.64 eV
**Energy above the lowest of the compared OMol25 structures with the same formula, charge and spin**: 373.2 kJ/mol

Structure (ORCA input):
```
! RIJCOSX wB97M-V def2-TZVPD def2/J DEFGRID3
* xyz 0 1
C -1.125 -0.061 -0.213
N -2.118 0.184 0.309
P 2.384 -0.083 -0.826
Cl 2.485 1.676 0.286
Cl 3.319 -1.310 0.362
*
```

***

Which value of max |F| does entry 1 give?
7.97 eV/A